DFT (ωB97M-V with the def2-TZVPD basis set) results for C2H4BrCl2Cu as an isolated structure.

CARTESIAN COORDINATES (ANGSTROEM)
Cu: -3.421 -2.182 3.092
Br: -2.464 -1.126 0.881
Cl: 1.236 2.474 -0.499
C: 0.237 1.022 -0.595
C: 1.031 -0.236 -0.265
Cl: 2.233 -0.656 -1.514
H: -0.082 0.951 -1.635
H: -0.674 1.011 -0.002
H: 0.355 -1.083 -0.154
H: 1.548 -0.175 0.691

The energy relative to the best compared isomer or geometry (same formula, charge and spin) comes out at 0.00 kJ/mol. For the gap between HOMO and LUMO, the calculation gives 7.33 eV. Its charge is 0.